Molecular formula: C13H26B3F2N2O5Si2
Method: DFT, wB97M-V/def2-TZVPD

Structure (ORCA input):
```
! wB97M-V def2-TZVPD RIJCOSX def2/J DEFGRID3
* xyz -1 1
C 0.092 -3.500 -2.117
C 0.284 -4.127 -3.486
C 0.700 -3.152 -4.746
B -0.533 -2.036 -4.934
O -0.125 -0.606 -4.794
B -1.297 0.263 -4.557
C -0.958 1.761 -3.882
C -0.451 1.691 -2.453
O -2.707 -0.089 -4.815
B -2.921 -1.566 -4.620
N -4.153 -1.985 -3.840
C -4.847 -0.816 -3.175
O -6.149 -0.620 -3.506
F -4.206 0.126 -2.197
C -3.857 -3.017 -2.775
O -3.578 -4.323 -3.026
F -3.908 -2.666 -1.308
O -1.930 -2.458 -5.253
H -0.993 -3.322 -1.660
H 1.082 -3.143 -1.564
H 0.161 -5.274 -3.688
H 0.911 -3.733 -5.746
H 1.718 -2.606 -4.452
H -1.064 2.771 -4.477
H -0.491 0.659 -1.876
H 0.041 2.591 -1.890
C 2.848 4.344 2.613
Si 2.185 2.799 3.480
C 0.990 3.385 4.801
C 3.646 1.976 4.315
N 1.427 1.781 2.286
Si 0.705 0.261 2.735
C -0.717 0.459 3.941
C 1.942 -0.947 3.459
C -0.003 -0.545 1.177
H 3.329 5.004 3.340
H 3.587 4.075 1.853
H 2.036 4.898 2.133
H 1.444 4.187 5.391
H 0.727 2.581 5.493
H 0.072 3.776 4.352
H 4.315 1.520 3.578
H 3.329 1.204 5.019
H 4.224 2.713 4.882
H -0.365 0.714 4.943
H -1.277 -0.478 4.022
H -1.410 1.236 3.604
H 2.840 -1.009 2.837
H 1.505 -1.948 3.513
H 2.238 -0.667 4.472
H 0.786 -0.722 0.440
H -0.769 0.091 0.726
H -0.458 -1.508 1.430
*
```

HOMO energy (eV): -3.214
E_tot (a.u.): -1849.96279
Frontier orbital gap (hartree): 0.1425